1.
7
Properties=species:S:1:pos:R:3:forces:R:3:lowdin_charge:R:1 method="wB97M-V/def2-TZVPD" relative_energy_kj_mol=8.7 homo_lumo_gap_ev=12.652 energy_ev=-10950.646 fmax_ev_per_a=3.18 smiles="O=C=O.O=CF" molar_mass_da=92.03 lumo_energy_ha=0.0181
O 2.5151 -0.0180 0.6460 0.060 0.100 0.535 0.227
C 1.7078 -0.6486 0.1148 2.419 1.760 0.922 -0.443
O 0.9831 -1.2615 -0.5056 -2.039 -1.986 -1.417 0.199
O -0.5385 1.1688 0.5910 0.871 0.493 0.665 0.148
C -1.2194 0.4646 -0.0381 -1.350 -0.910 -1.252 -0.303
F -2.5404 0.7871 -0.2496 0.925 -0.553 0.014 0.034
H -0.9076 -0.4925 -0.5585 -0.885 1.097 0.534 0.138

***

2.
109
Properties=species:S:1:pos:R:3:forces:R:3:mulliken_spin:R:1 method="wB97M-V/def2-TZVPD" homo_lumo_gap_ev="0.535 / 7.679" total_charge=-1 energy_ev=-98857.717 spin_multiplicity=2 s2=0.75 fmax_ev_per_a=3.14 molar_mass_da=709.09 lumo_energy_ha="0.0108 / 0.0493"
K 2.3055 3.2443 1.0208 -0.388 -0.342 -0.198 0.229
K -0.1842 -0.2138 -2.9179 -0.022 -0.131 0.149 2.459
S 0.4146 0.8646 0.2414 -1.147 -1.928 -0.959 -1.169
O -0.6661 -0.0480 -0.1478 -0.143 -0.343 -0.321 -0.769
O 0.6705 1.7284 -0.9097 1.111 0.656 -0.738 -0.241
O -0.0743 1.6254 1.3634 0.164 2.176 1.403 -0.002
O 1.6237 0.1120 0.5936 0.891 -0.157 0.250 0.114
C -4.6986 3.3353 0.8499 0.131 -0.467 -0.010 0.001
C -3.7249 2.2654 0.2635 -2.129 0.558 -0.224 -0.001
C -4.0677 1.9936 -1.2320 -0.737 -1.133 0.089 -0.075
O -5.3600 1.3088 -1.3260 0.160 0.607 -0.378 -0.011
C -5.7979 1.0470 -2.6674 0.399 -0.358 0.437 -0.001
N -2.4055 2.7625 0.3814 1.723 0.719 -1.481 0.010
H -5.7620 3.2442 0.6283 0.006 -0.739 0.079 0.001
H -4.4689 4.3226 0.4492 0.553 -0.029 -0.048 -0.001
H -4.5512 3.3627 1.9295 -0.144 0.142 0.089 0.000
H -3.6905 1.3112 0.7892 -1.255 -0.230 0.055 0.002
H -3.3430 1.3205 -1.6903 0.438 -0.292 0.192 0.072
H -4.0354 2.8690 -1.8806 -0.408 0.456 0.392 0.003
H -5.0618 0.4625 -3.2194 0.477 0.255 -0.141 0.027
H -6.0910 1.9317 -3.2328 0.317 0.368 0.081 0.002
H -6.6672 0.3899 -2.6944 -0.176 0.086 0.745 -0.003
H -1.8868 2.0697 -0.1392 0.747 0.133 -0.329 0.001
H -1.9412 2.6643 1.2730 -0.601 -0.012 0.435 -0.002
C -3.5618 -1.5092 0.4507 -0.682 -0.167 1.052 -0.022
C -2.8046 -2.7135 -0.0960 -1.980 0.091 -0.070 -0.005
C -3.7909 -3.7438 -0.8066 2.229 1.090 0.016 0.016
O -4.5020 -4.5706 0.0073 -1.849 -1.359 2.014 -0.002
C -3.7801 -5.4547 0.8771 0.390 1.447 -0.712 0.001
N -1.9121 -2.1914 -1.0643 0.425 -0.120 -1.266 -0.088
H -4.2169 -1.0261 -0.2742 0.174 0.012 -0.196 0.007
H -2.9132 -0.7689 0.9190 0.415 0.060 -0.492 0.006
H -4.1807 -1.7900 1.3029 -0.394 -0.362 -0.043 -0.002
H -2.2488 -3.1135 0.7521 -0.150 -0.741 0.156 0.002
H -3.1893 -4.3453 -1.4880 0.479 -0.194 -0.269 -0.003
H -4.4932 -3.2132 -1.4495 -0.046 0.261 0.223 0.017
H -4.4551 -6.1137 1.4232 -0.116 -0.104 -0.608 0.000
H -3.2434 -4.8847 1.6354 0.094 0.126 0.115 -0.001
H -3.0221 -5.9334 0.2571 0.011 -0.691 0.188 0.001
H -1.2349 -2.8886 -1.3388 0.224 -0.148 -0.091 0.024
H -1.4349 -1.4347 -0.5955 0.482 0.107 -0.281 0.088
C 3.7261 2.1260 -2.0811 -0.175 -0.799 -0.861 0.037
C 4.7543 1.4344 -1.1898 1.085 2.910 -0.489 -0.038
C 6.0899 2.3152 -1.1509 -0.515 -1.576 -0.650 0.000
O 6.7637 2.2584 -2.3850 0.446 0.294 -1.014 -0.010
C 7.3746 1.0171 -2.6839 -0.124 0.012 0.384 0.025
N 4.2149 1.3549 0.1356 0.153 0.019 0.332 0.030
H 4.1285 2.1923 -3.0919 -0.037 0.147 -0.071 0.013
H 3.3321 3.1051 -1.8088 0.562 0.236 0.449 -0.013
H 2.8207 1.5224 -2.1448 -0.001 -0.222 -0.031 0.060
H 4.9622 0.4507 -1.6108 0.267 -0.053 -0.107 -0.011
H 6.7821 1.9296 -0.4024 -0.024 -0.218 0.539 0.001
H 5.9586 3.3787 -0.9512 -0.583 -0.095 0.056 0.006
H 7.8635 0.6578 -1.7784 0.042 -0.393 0.136 0.001
H 8.1501 1.0971 -3.4457 -0.119 0.585 -0.041 -0.001
H 6.6606 0.2826 -3.0562 -0.136 -0.120 0.154 -0.005
H 4.8831 0.8604 0.7092 -0.055 -0.190 0.389 0.001
H 3.4168 0.7500 0.0035 -0.702 -0.263 0.831 0.005
C -0.5545 -1.2904 3.3434 0.095 -0.326 0.877 -0.018
C 0.3104 -0.5081 4.3633 -0.207 2.087 -2.044 0.000
C 1.4290 -1.2530 5.0550 -0.928 -2.195 0.412 0.000
O 0.8668 -2.4186 5.7498 0.515 0.238 -0.109 0.000
C 0.0204 -2.2240 6.8448 -0.070 0.841 0.018 0.000
N 0.9159 0.5544 3.5336 1.700 0.345 1.007 0.001
H -1.0045 -0.6924 2.5509 0.227 0.650 0.326 0.008
H -1.4057 -1.7936 3.8022 0.315 -0.816 -0.004 -0.003
H 0.1773 -1.8973 2.8104 -0.540 -0.722 0.014 0.000
H -0.2584 0.0254 5.1249 -0.346 -0.213 0.077 0.000
H 2.0691 -0.6533 5.7020 -0.365 0.328 0.226 0.001
H 2.1015 -1.8036 4.3972 -0.008 0.524 -0.581 0.000
H -0.7984 -1.5309 6.6513 -0.458 -0.190 -0.456 0.000
H 0.5103 -1.7198 7.6778 0.522 -0.305 0.380 0.000
H -0.3740 -3.1964 7.1398 0.071 0.107 0.047 0.000
H 0.2989 1.1541 3.0047 -0.811 -0.118 0.705 0.002
H 1.3541 0.1304 2.7283 0.526 -0.474 -0.030 0.004
C 4.4079 -2.3086 0.4082 0.834 0.095 0.106 0.000
C 3.2020 -3.1967 0.4464 -0.420 0.456 0.443 0.023
C 2.5008 -3.0910 1.7849 -0.116 -1.356 1.352 0.001
O 1.4680 -4.1227 1.8734 0.685 0.864 -2.430 0.000
C 1.1667 -4.6246 3.1148 0.158 0.280 1.096 0.004
N 2.3054 -2.7667 -0.5683 -1.231 -0.175 -1.249 -0.059
H 5.0371 -2.5385 1.2681 0.283 0.282 0.003 -0.002
H 4.1256 -1.2559 0.4012 -0.215 -0.040 0.426 0.014
H 4.9941 -2.4100 -0.5051 -0.036 -0.413 -0.050 0.001
H 3.4367 -4.2469 0.2729 0.265 -0.087 0.100 0.001
H 2.0731 -2.1106 1.9945 -0.123 0.181 -0.467 0.005
H 3.2523 -3.2397 2.5602 0.060 -0.400 0.483 -0.002
H 2.0768 -5.0541 3.5336 0.119 0.097 0.663 0.000
H 0.4382 -5.4351 3.0962 -0.111 0.040 -0.629 0.001
H 0.7342 -3.8235 3.7143 0.212 -0.198 0.646 -0.001
H 2.0532 -1.8078 -0.3759 0.130 0.601 -0.006 0.061
H 1.4418 -3.2370 -0.3381 -0.492 -0.364 -0.507 0.001
C 0.6545 4.2177 -3.9206 0.285 -0.067 -2.980 0.115
C -0.5830 4.4314 -3.1333 0.185 -1.077 1.461 -0.052
C -1.6511 3.3625 -3.5322 -0.989 1.066 0.391 -0.100
O -2.1056 3.4893 -4.8644 0.407 0.736 -0.921 -0.057
C -2.7090 2.3893 -5.4791 0.220 -1.357 0.339 0.165
N -0.1482 4.1785 -1.7453 -0.513 1.069 0.191 0.016
H 0.5058 4.5153 -4.9586 -0.325 0.397 -0.291 -0.002
H 0.7713 3.1532 -4.1237 0.611 -0.302 0.708 -0.029
H 1.5860 4.7300 -3.6800 -0.226 -0.217 0.830 0.010
H -0.9528 5.4553 -3.1872 -0.210 -0.073 -0.201 -0.001
H -2.5615 3.4855 -2.9456 0.192 0.266 0.587 -0.007
H -1.2782 2.3871 -3.2199 0.371 -0.340 -0.573 0.153
H -3.1310 2.5586 -6.4697 0.403 0.835 -0.024 -0.028
H -3.5332 1.9220 -4.9402 -0.260 0.284 0.672 0.025
H -1.9789 1.5863 -5.5796 0.235 -0.233 -0.185 -0.050
H -0.9031 4.2682 -1.0804 -0.371 -0.035 0.088 0.001
H 0.2120 3.2452 -1.6068 -0.016 -0.149 -0.249 0.013

***

3.
59
Properties=species:S:1:pos:R:3:forces:R:3:lowdin_charge:R:1 method="wB97M-V/def2-TZVPD" homo_lumo_gap_ev=9.517 energy_ev=-953671.680 fmax_ev_per_a=8.29 molar_mass_da=1408.97 lumo_energy_ha=-0.0229
C 7.2834 -0.6702 1.6302 -0.450 0.909 -0.628 -0.127
C 7.2919 -1.2371 0.1007 1.261 -1.171 1.012 -0.251
C 6.2717 -2.4779 -0.0988 -0.670 1.018 -0.242 -0.159
C 4.9649 -1.9484 -0.9326 2.471 -0.643 -0.024 -0.238
O 3.7347 -2.3685 -0.2651 -0.736 2.630 -0.746 -0.166
C 2.6667 -1.3956 -0.4855 -1.108 -1.657 1.722 -0.580
Br 2.5904 -0.9878 -2.4606 -0.359 0.225 1.576 0.844
C 2.6879 -0.1042 0.5205 2.529 3.540 -0.178 -0.257
O 3.5363 0.8399 0.5221 -3.694 -4.251 0.162 0.052
N 1.5225 -0.1018 1.4634 -0.219 -0.707 -2.708 0.125
C 0.4362 -0.9286 0.8152 2.724 -0.718 0.410 -0.439
O -0.4741 -1.6729 1.6739 1.847 1.404 4.418 -0.052
C -0.0024 -1.6977 3.0285 1.258 -3.507 1.275 -0.189
N 0.4417 -2.1616 4.0629 -2.513 3.013 -5.261 0.163
S -0.7236 0.1055 -0.2170 -6.356 -1.224 -5.186 0.778
C -0.9531 1.8462 0.4335 1.576 0.333 1.118 -0.198
O -0.4004 0.1509 -1.6884 1.077 0.368 3.899 -0.365
O -2.0983 -0.5593 -0.1013 3.684 1.721 1.000 -0.373
C 1.3244 -2.0796 0.1351 0.652 0.211 -0.233 -0.076
B 0.6308 -3.3185 -0.6575 -0.615 -1.046 -1.688 -0.472
N -0.7313 -3.8803 -0.4055 2.863 -0.983 1.271 0.159
O 1.4187 -4.0025 -1.6969 -0.588 0.205 2.774 0.022
H 6.7073 0.3371 1.6169 0.918 -1.667 0.264 0.071
H 6.7208 -1.3800 2.3487 1.140 1.103 -1.184 0.073
H 8.3569 -0.4420 2.0035 -1.887 -0.528 -0.569 0.074
H 8.3523 -1.6764 -0.0750 -1.695 0.817 0.215 0.101
H 7.1721 -0.4002 -0.6730 -0.081 -1.249 1.166 0.106
H 5.8799 -2.8708 0.9101 0.842 0.539 -1.510 0.110
H 6.8354 -3.3000 -0.6628 -1.132 1.047 0.820 0.106
H 5.0805 -0.8046 -0.9735 -0.612 -1.825 -0.071 0.105
H 5.0606 -2.4396 -1.9794 -0.649 1.120 1.654 0.121
H 1.2527 0.8527 1.7440 0.419 -0.594 -0.111 0.131
H 0.0617 2.3926 0.2933 -1.755 -0.804 0.188 0.080
H -1.7875 2.4161 -0.1260 1.324 -1.555 0.695 0.071
H -1.1825 1.7550 1.5660 0.212 0.189 -1.947 0.071
H 1.7493 -2.6202 1.0771 -0.606 0.951 -1.304 0.185
H -0.6646 -4.8709 -0.7291 -0.487 1.096 -0.123 0.090
H -0.8935 -3.9831 0.6195 -0.394 0.695 -1.016 0.084
H 1.7564 -4.8105 -1.2256 -0.324 0.885 -1.017 0.115
C -3.2231 5.1396 1.3875 -0.271 0.080 -0.047 -1.599
Br -1.3844 4.9167 1.9650 -0.218 0.162 -0.052 0.603
Br -3.3355 5.9876 -0.3525 0.101 -0.323 0.324 0.565
Br -4.1920 3.4608 1.4394 0.188 0.293 -0.058 0.599
H -3.7042 5.8098 2.0996 0.151 -0.162 -0.195 -0.064
C -5.4241 -0.8350 -1.7802 0.187 -0.020 0.129 -1.601
Br -5.5358 -2.1323 -3.2183 -0.035 0.259 0.230 0.558
Br -5.0629 0.9503 -2.4467 -0.118 -0.356 0.121 0.552
Br -6.9987 -0.8774 -0.6470 0.245 0.021 -0.266 0.552
H -4.5754 -1.1204 -1.1583 -0.166 0.110 -0.186 -0.044
C -9.4746 -3.0107 -4.6980 0.121 0.013 0.077 -1.623
Br -9.5895 -4.3085 -6.1358 -0.014 0.270 0.264 0.553
Br -9.1147 -1.2254 -5.3653 -0.110 -0.370 0.124 0.543
Br -11.0463 -3.0523 -3.5613 0.286 0.018 -0.258 0.552
H -8.6252 -3.2962 -4.0780 -0.234 0.103 -0.164 -0.050
C -2.0906 8.6988 3.0996 0.101 -0.065 0.061 -1.615
Br -0.6383 9.5205 2.1106 -0.344 -0.161 0.196 0.567
Br -2.2444 9.4240 4.8924 0.014 -0.115 -0.387 0.571
Br -3.7704 8.8032 2.1328 0.291 0.053 0.232 0.567
H -1.8473 7.6417 3.2031 -0.044 0.301 -0.037 -0.076

***

4.
51
Properties=species:S:1:pos:R:3:forces:R:3:lowdin_charge:R:1 method="wB97M-V/def2-TZVPD" relative_energy_kj_mol=8.4 homo_lumo_gap_ev=7.554 total_charge=+1 energy_ev=-48451.906 fmax_ev_per_a=0.38 molar_mass_da=405.60 lumo_energy_ha=-0.1109
Be -0.5065 0.5682 -0.0048 0.026 0.132 0.251 -0.081
C 3.5203 0.3947 1.3443 0.057 0.185 0.050 -0.166
Si 1.9084 -0.5585 1.3914 0.163 0.028 -0.015 0.398
C 0.9374 -0.0117 2.8796 -0.161 0.019 0.009 -0.168
C 2.2705 -2.3790 1.4960 -0.052 -0.128 0.005 -0.158
N 0.9326 -0.1833 -0.0093 0.032 0.025 -0.153 -0.116
C 1.2714 -0.5381 -1.3021 -0.004 -0.095 -0.057 -0.303
C 2.4591 -1.0845 -1.8048 0.072 -0.001 0.015 -0.030
C 2.6068 -1.3233 -3.1683 -0.022 -0.013 -0.009 -0.076
C 1.6005 -1.0382 -4.0808 -0.063 0.032 -0.010 -0.082
C 0.3985 -0.4955 -3.6245 0.191 -0.064 -0.002 -0.003
C 0.3185 -0.2820 -2.2814 -0.314 0.068 0.060 -0.170
F -0.8651 0.2713 -1.7283 0.010 -0.039 -0.067 0.028
H 4.1108 0.1522 2.2309 0.032 -0.051 -0.003 0.041
H 3.3673 1.4803 1.3852 -0.036 -0.066 -0.060 0.033
H 4.1400 0.1639 0.4752 -0.007 0.009 -0.005 0.024
H 1.5042 -0.1903 3.7946 0.039 0.015 0.001 0.043
H 0.0013 -0.5677 2.9666 -0.004 0.004 0.025 0.020
H 0.6990 1.0537 2.8360 -0.005 0.008 0.016 0.026
H 2.7899 -2.6093 2.4287 0.003 0.002 0.008 0.041
H 2.8877 -2.7503 0.6773 -0.005 0.004 -0.006 0.027
H 1.3351 -2.9434 1.4876 0.019 -0.041 0.007 0.037
H 3.2681 -1.3323 -1.1309 -0.004 0.007 0.008 0.093
H 3.5335 -1.7542 -3.5237 0.009 -0.001 0.009 0.111
H 1.7328 -1.2436 -5.1332 0.018 0.001 0.000 0.107
H -0.4283 -0.2625 -4.2804 -0.009 0.007 -0.004 0.128
S -0.5919 2.6823 0.1909 0.053 -0.073 -0.352 0.771
C 0.4031 2.9816 -1.2109 -0.002 0.006 0.228 -0.643
N 1.6527 2.4679 -1.2492 -0.072 -0.190 0.097 0.083
C 2.4970 2.5629 -2.2926 -0.048 0.091 -0.105 -0.032
C 2.1257 3.2788 -3.3968 0.102 -0.069 0.102 -0.023
C 0.8638 3.8788 -3.3932 -0.047 0.030 -0.048 -0.014
C 0.0104 3.7306 -2.3221 -0.065 0.065 0.056 -0.054
H 1.9014 1.8595 -0.4721 0.016 -0.016 0.087 0.110
H 3.4386 2.0456 -2.1848 0.019 0.016 -0.030 0.143
H 2.7986 3.3657 -4.2357 -0.012 0.012 -0.010 0.121
H 0.5448 4.4565 -4.2509 -0.005 0.000 0.001 0.125
H -0.9746 4.1728 -2.3177 0.000 -0.009 -0.013 0.119
N -1.8423 -0.1101 0.8304 0.082 0.063 -0.102 0.251
C -2.7321 -0.5662 1.3884 -0.189 -0.045 0.129 0.005
C -3.8458 -1.1300 2.0924 0.318 0.116 -0.176 -0.206
C -4.7113 -0.2821 2.7815 -0.096 -0.016 0.043 -0.011
C -5.7832 -0.8380 3.4560 0.024 0.000 -0.019 -0.048
C -5.9767 -2.2140 3.4368 -0.018 -0.004 0.007 -0.042
C -5.1056 -3.0496 2.7487 0.030 0.021 -0.022 -0.049
C -4.0274 -2.5121 2.0692 -0.085 -0.056 0.044 -0.013
H -4.5452 0.7862 2.7840 0.010 0.003 -0.009 0.127
H -6.4694 -0.1994 3.9940 0.001 -0.001 0.008 0.117
H -6.8186 -2.6412 3.9649 -0.003 0.000 0.003 0.117
H -5.2680 -4.1181 2.7399 -0.001 -0.002 0.010 0.117
H -3.3380 -3.1453 1.5280 0.004 0.004 -0.006 0.126